No. 1
Below is a gas-phase ion, C2H11N4 (charge +1), with properties calculated with the ωB97M-V functional and the def2-TZVPD basis.

Last column: Löwdin charge in e.
Positions of all 17 atoms, in Å:
1 N -1.43405 1.19446 0.34028  0.010
2 C -0.92990 0.39494 -0.87726  -0.122
3 C 0.39455 -0.35491 -0.63098  -0.322
4 N 0.40378 -1.64561 -1.01720  0.104
5 N 0.41025 -0.25867 0.98206  -0.034
6 N 1.64414 0.28303 1.46885  0.083
7 H -2.38903 1.20166 0.58832  0.074
8 H -1.17396 2.16350 0.18917  0.090
9 H -1.62103 -0.37028 -1.19523  0.114
10 H -0.86055 1.06778 -1.72278  0.117
11 H 1.39038 0.21484 -0.94420  0.195
12 H 1.19744 -2.14480 -1.37171  0.118
13 H -0.30073 -2.28649 -0.94036  0.078
14 H 0.28483 -1.22994 1.35801  0.184
15 H -0.38062 0.21447 1.44657  0.125
16 H 2.31565 0.09956 0.73591  0.087
17 H 1.50386 1.23774 1.72800  0.098

Results
E_tot   -8204.5639 eV
Total charge   +1
SMILES string   NC[C@H](N)[NH2+]N
Kohn-Sham gap   11.29 eV
M   91.14 g mol⁻¹
E_HOMO   -14.13 eV
Relative energy (zero: lowest compared OMol25 entry of this formula, charge and spin)   313.7 kJ/mol


No. 2
Below is 2 unconnected molecules or ions with the total composition C2H11N4O, with properties calculated with the ωB97M-V functional and the def2-TZVPD basis.

Last column: Löwdin charge in e.
Positions of all 18 atoms, in Å:
1 C -0.30442 -1.42419 -0.95408  -0.006
2 C -0.60903 -0.35638 0.05819  -0.457
3 N 1.25139 -0.55218 1.16690  0.132
4 N 0.49300 1.03077 -1.34649  0.072
5 N -0.49457 0.92112 -0.35956  -0.209
6 N -0.65469 2.02511 0.50746  0.130
7 O -1.45872 -0.64526 0.95868  0.147
8 H 0.15982 -2.29640 -0.54275  0.090
9 H 0.43895 -1.13915 -1.68914  0.079
10 H -1.17320 -1.62406 -1.61566  0.127
11 H 0.95778 -1.05348 2.00404  0.101
12 H 1.56365 0.35811 1.37241  0.040
13 H 0.20994 1.57783 -2.15112  0.116
14 H 1.28884 1.47826 -0.76127  0.143
15 H 1.92834 -0.89564 0.45648  0.109
16 H -1.58799 2.19394 0.76791  0.087
17 H -0.12287 1.95726 1.36263  0.091
18 H -1.88624 -1.55565 0.76538  0.209

Results
E_tot   -10251.4288 eV
Total charge   +1
Kohn-Sham gap   11.14 eV
M   107.14 g mol⁻¹
E_HOMO   -14.46 eV
Relative energy (zero: lowest compared OMol25 entry of this formula, charge and spin)   341.4 kJ/mol


No. 3
Below is 3 unconnected molecules or ions with the total composition C2H11N4O2, with properties calculated with the ωB97M-V functional and the def2-TZVPD basis.

Last column: Löwdin charge in e.
Positions of all 19 atoms, in Å:
1 C -0.98317 0.93118 -0.32384  -0.451
2 C -0.76434 0.91986 1.18174  -0.422
3 N -1.33476 2.18147 -0.78865  0.205
4 N 1.77943 -0.29432 -0.30640  0.118
5 N -1.81448 1.20358 1.88166  0.270
6 N 0.97059 -2.69518 -0.80652  0.073
7 O -0.81593 -0.05932 -0.99020  0.095
8 O 0.31344 0.58746 1.70012  0.062
9 H -1.05905 3.02479 -0.28766  0.136
10 H -1.27750 2.20188 -1.76826  0.102
11 H 1.20475 0.06993 0.61788  0.078
12 H 2.81239 -0.32830 -0.09330  0.141
13 H -2.56223 1.63868 1.49111  0.097
14 H -1.89127 0.94651 2.81022  0.125
15 H 1.34487 -1.30586 -0.58660  0.015
16 H 0.74624 -3.13345 0.04828  0.059
17 H 1.70210 -3.29208 -1.26567  0.109
18 H 0.18721 -2.89666 -1.39694  0.067
19 H 1.44170 0.29983 -1.11697  0.122

Results
E_tot   -12302.8212 eV
Total charge   +1
Kohn-Sham gap   11.42 eV
M   123.14 g mol⁻¹
E_HOMO   -14.11 eV
Relative energy (zero: lowest compared OMol25 entry of this formula, charge and spin)   0.0 kJ/mol


No. 4
Below is 2 unconnected molecules or ions with the total composition C2H11N5, with properties calculated with the ωB97M-V functional and the def2-TZVPD basis.

Last column: Löwdin charge in e.
Positions of all 18 atoms, in Å:
1 H -0.34945 2.13773 -0.34981  0.066
2 N 0.02285 1.45840 -1.02255  0.027
3 N 1.18802 1.12778 -0.66081  -0.107
4 C 1.81742 0.20569 -1.57988  -0.133
5 H 1.10234 -0.41968 -2.12192  0.071
6 H 2.39130 0.78948 -2.30084  0.081
7 H 2.49577 -0.42746 -1.01187  0.064
8 C 0.46908 -0.65965 1.42296  -0.031
9 N -1.19210 -0.77383 0.81504  -0.303
10 N -1.38048 -0.80436 -0.53867  -0.047
11 N -1.91946 0.32469 1.32240  -0.017
12 H 0.29415 -1.31577 2.27049  0.034
13 H 0.60384 0.36751 1.75456  0.028
14 H 1.35462 -1.09933 0.97830  0.027
15 H -0.99893 0.07927 -0.99891  0.022
16 H -0.93325 -1.63849 -0.90874  0.076
17 H -2.28657 0.07280 2.23734  0.073
18 H -2.67917 0.57520 0.69291  0.072

Results
E_tot   -9697.7817 eV
SMILES string   [H]/N=N/C.CN(N)N
Kohn-Sham gap   7.86 eV
M   105.14 g mol⁻¹
E_HOMO   -7.32 eV
Relative energy (zero: lowest compared OMol25 entry of this formula, charge and spin)   543.5 kJ/mol


No. 5
Below is 3 unconnected molecules or ions with the total composition C2H11NO3, with properties calculated with the ωB97M-V functional and the def2-TZVPD basis.

Last column: Löwdin charge in e.
Positions of all 17 atoms, in Å:
1 C 1.94557 1.38180 1.58865  -0.135
2 N 1.68911 0.56843 0.41087  -0.113
3 C 0.36344 0.02105 0.32112  -0.336
4 O -0.59521 0.89827 -0.23841  -0.058
5 H 2.12469 0.71529 2.42444  0.070
6 H 2.86105 1.96105 1.46864  0.075
7 H 1.13888 2.08641 1.81069  0.078
8 H 1.94753 1.01162 -0.45666  0.102
9 H 0.04847 -0.18924 1.34989  0.117
10 H 0.35554 -0.94183 -0.19965  0.110
11 H -0.64490 0.78037 -1.18578  0.045
12 O -1.23356 -0.62624 -2.75997  -0.059
13 H -0.64553 -1.28369 -3.15980  0.050
14 H -1.67711 -1.18112 -2.09605  0.012
15 O -2.47342 -1.69077 -0.13794  -0.044
16 H -2.96975 -2.40672 0.27154  0.048
17 H -2.23478 -1.10467 0.58842  0.037

Results
E_tot   -9884.7165 eV
SMILES string   CNCO.O.O
Kohn-Sham gap   9.38 eV
M   97.11 g mol⁻¹
E_HOMO   -8.78 eV
Relative energy (zero: lowest compared OMol25 entry of this formula, charge and spin)   46.6 kJ/mol


No. 6
Below is 4 unconnected molecules or ions with the total composition C2H11NO4, with properties calculated with the ωB97M-V functional and the def2-TZVPD basis.

Last column: Löwdin charge in e.
Positions of all 18 atoms, in Å:
1 C -1.08992 -2.06056 0.80100  -0.059
2 N -0.11959 -1.20339 0.09411  -0.027
3 C 0.09367 -1.36690 -1.21628  -0.332
4 O 1.21978 -1.16057 -1.71803  -0.045
5 H -1.32824 -1.62048 1.76990  0.085
6 H -0.78685 -3.11390 0.69909  0.083
7 H -1.92440 -2.10443 0.03017  0.094
8 H 0.55531 -0.58251 0.51704  0.130
9 H -0.67668 -1.98767 -1.74422  0.147
10 O 1.01497 2.09479 0.08182  -0.103
11 H 1.07685 1.98268 -0.89783  -0.024
12 H 1.75706 2.64322 0.36462  0.027
13 O 1.29968 1.40493 -2.42637  -0.072
14 H 1.27929 0.43217 -2.60825  0.036
15 H 2.22378 1.63781 -2.57473  0.064
16 O -1.74685 1.79397 3.22886  -0.080
17 H -0.89431 1.30028 3.30208  0.048
18 H -1.95353 1.91056 2.29704  0.027

Results
E_tot   -11932.1137 eV
SMILES string   CNC=O.O.O.O
Kohn-Sham gap   10.56 eV
M   113.11 g mol⁻¹
E_HOMO   -9.91 eV
Relative energy (zero: lowest compared OMol25 entry of this formula, charge and spin)   158.6 kJ/mol


No. 7
Below is 4 unconnected molecules or ions with the total composition C2H11NO4, with properties calculated with the ωB97M-V functional and the def2-TZVPD basis.

Last column: Löwdin charge in e.
Positions of all 18 atoms, in Å:
1 C 1.49815 2.44502 -1.96908  -0.082
2 N 1.47545 1.86981 -0.58082  -0.021
3 C 2.30919 0.75288 -0.40196  -0.301
4 O 2.01735 -0.27172 0.24204  -0.012
5 H 0.47566 2.79659 -2.10478  0.089
6 H 2.19895 3.16809 -2.00144  0.035
7 H 1.70965 1.87283 -2.83146  0.067
8 H 0.46400 1.90886 -0.18481  0.176
9 H 3.14770 0.70962 -1.01495  0.106
10 O -1.37786 -2.21433 0.86040  -0.116
11 H -0.68948 -2.42278 0.11309  0.089
12 H -0.95071 -2.76750 1.55158  0.036
13 O 0.60230 -0.19581 3.00851  -0.016
14 H 1.08146 -0.39780 2.26796  -0.062
15 H 1.08109 -0.24777 3.82051  0.024
16 O -4.84740 -2.31395 -0.58805  -0.005
17 H -4.45848 -2.47722 0.24485  0.010
18 H -5.73702 -2.21484 -0.43158  -0.016

Results
E_tot   -11931.2178 eV
SMILES string   CNC=O.O.O.O
Kohn-Sham gap   10.86 eV
M   113.11 g mol⁻¹
E_HOMO   -10.03 eV
Relative energy (zero: lowest compared OMol25 entry of this formula, charge and spin)   245.0 kJ/mol


No. 8
Below is 4 unconnected molecules or ions with the total composition C2H11NO4, with properties calculated with the ωB97M-V functional and the def2-TZVPD basis.

Last column: Löwdin charge in e.
Positions of all 18 atoms, in Å:
1 C -0.62485 -0.61838 0.92296  -0.254
2 N -0.12201 -1.28128 -0.33457  0.113
3 C -0.60347 -0.46903 -1.43763  -0.113
4 O -2.00987 -0.59977 1.16860  -0.007
5 H -0.13194 -1.17766 1.76471  0.154
6 H 0.87658 -1.08148 -0.30556  0.079
7 H -1.50910 -0.88338 -1.83445  0.088
8 H -0.60980 0.63185 -1.32500  0.100
9 H 0.24509 -0.68567 -2.22595  0.126
10 H 2.71426 0.34991 2.03832  0.019
11 H -2.85318 2.10488 0.09960  -0.049
12 O 1.98476 0.13112 1.46253  -0.156
13 H -2.11799 0.34818 0.54071  0.033
14 H -0.17347 0.44596 0.94079  0.202
15 O -2.11632 1.63114 0.24887  -0.068
16 H 2.15152 0.43682 0.46322  -0.037
17 H 2.88861 0.23858 -1.24894  -0.002
18 O 2.01116 0.47818 -0.93820  -0.228

Results
E_tot   -11923.2176 eV
Kohn-Sham gap   4.06 eV
M   113.11 g mol⁻¹
E_HOMO   -9.58 eV
Relative energy (zero: lowest compared OMol25 entry of this formula, charge and spin)   1016.9 kJ/mol


Which formula does entry 3 have? C2H11N4O2